Density functional theory data (wB97M-V/def2-TZVPD) for As3CsF18 as an isolated structure in a non-equilibrium geometry.

Geometry as XYZ:
```
22
Properties=species:S:1:pos:R:3:forces:R:3:mulliken_charge:R:1
Cs -0.72626 -0.62292 -0.18216 0.4 0.2 -0.1 1.06
As 2.16876 1.76620 -1.84665 0.4 0.7 0.8 2.00
F 2.52651 1.77381 -0.11514 -0.6 0.1 -0.8 -0.48
F 2.56304 3.47860 -1.90685 0.0 -0.5 0.0 -0.52
F 1.94827 1.77760 -3.57450 -0.4 -0.3 0.3 -0.49
F 1.68748 0.07014 -1.66721 0.1 0.6 -0.5 -0.51
F 0.47054 2.22707 -1.60402 0.7 -0.5 0.1 -0.53
F 3.82932 1.32774 -2.13398 -0.3 -0.1 0.0 -0.49
As -4.39607 1.43003 0.44024 -0.3 0.8 -0.2 2.00
F -5.45887 0.94065 1.74757 0.4 -0.3 -0.5 -0.50
F -5.38603 2.86968 0.27808 0.5 -0.3 -0.2 -0.51
F -3.30228 1.91546 -0.86650 -0.6 -0.2 0.7 -0.50
F -3.41125 -0.03347 0.62870 -0.6 0.3 0.1 -0.53
F -5.40739 0.62930 -0.74917 0.4 0.0 0.5 -0.50
F -3.38986 2.26870 1.59746 -0.1 -0.4 -0.3 -0.48
As 2.30392 -3.12422 1.45057 1.5 -0.1 -0.9 2.00
F 3.44553 -4.39283 1.03767 -0.7 -0.2 0.2 -0.52
F 1.63350 -3.19871 -0.18995 -0.2 -0.2 0.6 -0.52
F 1.28100 -1.72923 1.72497 -0.3 -0.4 0.6 -0.51
F 3.01001 -3.08941 3.06100 -0.6 0.3 -0.5 -0.50
F 3.49694 -2.01141 0.86287 0.0 0.1 0.2 -0.47
F 1.11319 -4.27277 2.00703 0.1 0.5 -0.2 -0.49
```
Forces are in eV/Å.

Values from the calculation:
Net charge ... -2
LUMO ... 0.148 Ha
HOMO level ... -7.50 eV
Orbital gap ... 11.53 eV
Molecular weight ... 699.64 g/mol
Maximum force ... 1.79 eV/A
DFT total energy ... -8525.672995 Eh

---

Density functional theory data (wB97M-V/def2-TZVPD) for the molecule C7H20N3P in a non-equilibrium geometry.

Geometry as XYZ:
```
31
Properties=species:S:1:pos:R:3:forces:R:3:mulliken_charge:R:1
C -2.92436 0.09501 1.19121 2.7 -9.5 1.5 -1.03
C -2.38807 1.16917 0.71009 4.9 4.8 -6.7 -0.48
N -1.20277 0.60171 -0.18966 -0.5 3.5 -0.5 0.10
C -1.12019 1.42742 -1.47345 0.7 1.1 3.2 -1.08
P -0.02218 -0.19834 0.65626 2.1 0.4 -1.5 -0.28
N 0.36756 -1.44251 -0.47609 0.0 -1.8 0.5 0.28
C -0.42878 -2.01475 -1.52332 -3.4 0.1 -1.0 -0.99
C 1.07953 -2.49423 0.29239 -0.1 0.5 -0.1 -1.18
N 1.56222 0.67138 0.46545 -2.7 0.9 0.1 0.10
C 2.70089 0.40761 -0.35220 0.9 -1.8 0.4 -1.09
C 1.39719 2.05609 0.91224 1.4 -0.3 2.0 -0.90
H -2.85603 -0.64587 0.29680 -0.2 0.5 1.9 0.13
H -2.06829 -0.08066 1.85536 -1.5 -2.3 1.5 0.32
H -3.86578 0.05068 1.39986 -5.5 0.2 2.7 0.52
H -2.98311 1.39843 -0.06812 -2.1 2.5 -2.6 0.52
H -2.16817 1.96520 1.32687 0.8 1.8 1.3 0.25
H -0.19497 2.00352 -1.66461 -0.2 -0.5 0.5 0.25
H -1.31818 0.84049 -2.27743 -0.4 -2.0 -2.4 0.39
H -1.94401 2.13559 -1.39938 0.2 0.2 -0.2 0.43
H -1.50036 -1.60433 -1.64102 1.5 0.3 0.5 0.21
H -0.00323 -1.88092 -2.51091 0.4 0.0 -0.2 0.32
H -0.76898 -3.08980 -1.47256 1.2 0.6 0.6 0.34
H 1.07999 -3.50005 -0.17050 0.0 0.8 0.1 0.40
H 2.07868 -2.11854 0.44125 0.7 -0.4 0.2 0.30
H 0.60987 -2.53011 1.27117 0.0 -0.6 0.4 0.39
H 3.07489 1.19342 -0.98682 -0.4 0.7 -0.4 0.33
H 3.51432 0.18391 0.35223 0.4 0.1 -0.2 0.36
H 2.63202 -0.51057 -0.97732 -0.5 0.7 0.4 0.29
H 1.29746 2.80723 0.11983 0.2 -0.2 -0.1 0.30
H 0.45268 2.10741 1.50938 0.8 0.1 -0.2 0.19
H 2.30694 2.35643 1.62906 -1.9 -0.4 -1.4 0.30
```
Forces are in eV/Å.

Values from the calculation:
SMILES ... CCN(C)P(N(C)C)N(C)C
LUMO ... 0.034 Ha
HOMO level ... -7.49 eV
Orbital gap ... 8.42 eV
Molecular weight ... 177.23 g/mol
Maximum force ... 10.03 eV/A
DFT total energy ... -784.138654 Eh

---

Density functional theory data (wB97M-V/def2-TZVPD) for C2HKLiO3 as an isolated structure.

Geometry as XYZ:
```
8
Properties=species:S:1:pos:R:3:forces:R:3:mulliken_charge:R:1
O 0.99150 -0.21160 -0.11418 -0.2 0.1 0.2 -0.56
C 1.20840 0.44834 0.92896 0.1 0.1 0.0 -0.57
O -1.50345 -0.94723 -1.34014 -0.4 0.1 0.5 -0.45
C -1.64894 -0.13611 -0.52252 0.4 0.2 -0.8 0.96
O -1.83834 0.74350 0.20968 0.0 -0.1 0.4 -0.50
K 0.93488 -1.85742 -1.94856 0.2 -0.2 -0.1 1.00
H 2.25541 0.25689 1.30888 -0.3 0.1 0.0 0.19
Li -0.39946 1.70363 1.47787 0.1 -0.2 -0.1 0.93
```
Forces are in eV/Å.

Values from the calculation:
Net charge ... +1
LUMO ... -0.125 Ha
HOMO level ... -10.91 eV
Orbital gap ... 7.52 eV
Molecular weight ... 119.07 g/mol
Maximum force ... 0.94 eV/A
DFT total energy ... -909.827719 Eh

---

Density functional theory data (wB97M-V/def2-TZVPD) for C6H10F2N2O8Pt2Ti2 as an isolated structure in a non-equilibrium geometry.

Geometry as XYZ:
```
32
Properties=species:S:1:pos:R:3:forces:R:3:mulliken_charge:R:1
Pt 0.29947 3.08682 -1.62207 1.2 1.6 1.1 1.87
Pt 0.69925 2.59662 1.72060 1.4 1.3 0.9 1.82
Ti -2.28697 4.38864 0.58545 1.8 -0.3 -0.3 0.45
Ti 1.98587 0.16841 -0.36676 -1.0 3.2 0.5 1.15
F -1.06690 4.68249 -1.55141 -0.5 -0.6 0.6 -0.71
F -0.57412 4.17218 2.34847 -0.6 -0.5 -0.7 -0.71
C 2.74677 2.77989 -0.04427 -4.1 1.4 0.2 0.44
O 2.33421 2.27688 -1.21515 0.9 -3.8 -2.6 -0.93
O 2.63290 1.92785 0.97994 1.0 -3.2 0.7 -0.90
O 1.81714 3.74617 0.17957 0.2 2.1 0.7 -0.90
C -0.79631 1.16546 -0.13683 4.9 2.8 -2.2 0.58
O 0.03513 0.64458 0.73787 -0.3 -2.1 0.9 -0.90
O -0.97335 2.43684 0.07822 -3.5 0.1 0.1 -0.39
O -0.57429 0.89060 -1.37554 -1.1 -2.1 0.2 -1.03
O 1.00776 -3.80929 3.23335 0.0 -0.3 -0.5 -0.60
C 1.11033 -2.74684 2.66370 0.0 0.8 1.5 0.63
N 0.26893 -2.33241 1.67672 0.1 -0.6 -0.5 -0.22
C 2.11974 -1.70284 3.13071 -0.3 0.1 -1.0 -0.74
H 0.23947 -1.39403 1.32317 -0.3 0.3 0.3 0.16
H -0.49244 -2.95586 1.45886 0.0 0.1 -0.1 0.17
H 1.64506 -0.74478 3.35432 -0.2 -0.1 0.1 0.25
H 2.78335 -1.50441 2.27753 0.4 0.0 0.3 0.11
H 2.65295 -2.05996 4.00110 0.2 -0.1 -0.1 0.30
O -2.79622 -2.65540 -3.85981 0.3 -0.2 -0.2 -0.64
C -2.15845 -1.93237 -3.11820 -1.1 0.1 0.0 0.43
N -1.73333 -0.70625 -3.49994 0.4 0.1 0.3 -0.28
C -1.93090 -2.36628 -1.68129 0.7 -0.4 -0.3 -0.45
H -1.39112 -0.05508 -2.81080 0.0 0.0 0.0 0.33
H -1.99749 -0.36080 -4.40613 -0.1 -0.2 0.0 0.21
H -2.87820 -2.71943 -1.28354 -0.1 0.3 0.1 0.32
H -1.41492 -1.64944 -1.03406 -0.3 0.0 -0.1 -0.08
H -1.31332 -3.26795 -1.74374 0.1 0.1 0.1 0.27
```
Forces are in eV/Å.

Values from the calculation:
LUMO (spin up / spin down) ... -0.076 / -0.089 Ha
HOMO level (spin up / spin down) ... -6.33 / -9.40 eV
Orbital gap (spin up / spin down) ... 4.25 / 6.99 eV
Multiplicity ... 11
Molecular weight ... 762.04 g/mol
Maximum force ... 6.08 eV/A
DFT total energy ... -3083.038621 Eh

---

Question: Look up the DFT total energy of the fourth one.
Answer: -3083.038621 Eh

---

Question: Among the records above, which one has the highest molecular weight?
Answer: C6H10F2N2O8Pt2Ti2